[1]
59
Properties=species:S:1:pos:R:3 method="wB97M-V/def2-TZVPD" total_energy_ev=-102979.3000 charge=+2 homo_energy_ev=-14.36 molar_mass_g_mol=484.7 homo_lumo_gap_ha=0.26997 e_lumo_ev=-7.017
Ga -0.045 -0.708 0.575
Cl -0.781 1.064 1.875
P -0.084 1.048 -1.352
C -1.448 0.244 -2.265
C -1.305 -0.683 -3.322
C -2.430 -1.385 -3.791
C -3.696 -1.133 -3.224
C -3.837 -0.260 -2.127
C -2.712 0.421 -1.651
C -0.406 2.827 -1.378
C 0.481 3.698 -0.688
C 0.388 5.095 -0.811
C -0.575 5.643 -1.701
C -1.471 4.800 -2.388
C -1.403 3.407 -2.199
C 1.558 0.810 -2.126
C 2.631 0.378 -1.306
C 3.836 -0.017 -1.887
C 4.025 0.175 -3.264
C 3.027 0.768 -4.052
C 1.785 1.088 -3.487
H 1.294 3.285 -0.088
H 1.062 5.768 -0.238
H -0.627 6.737 -1.826
H -2.228 5.243 -3.071
H -2.099 2.778 -2.752
H -0.308 -0.919 -3.720
H -2.324 -2.177 -4.565
H -4.582 -1.669 -3.594
H -4.810 -0.118 -1.625
H -2.800 1.066 -0.772
H 2.523 0.364 -0.209
H 4.609 -0.469 -1.248
H 4.969 -0.156 -3.707
H 3.217 0.971 -5.116
H 1.009 1.583 -4.086
H -0.464 -1.807 -0.895
H 0.281 -1.715 -0.847
C 2.669 -2.726 3.735
N 1.272 -2.526 4.063
C 0.702 -3.258 5.188
C 0.399 -2.167 3.051
N 0.758 -2.045 1.741
N -0.871 -1.923 3.446
C -1.190 -1.179 4.704
C -1.953 -1.704 2.460
H 3.157 -3.093 4.665
H 3.202 -1.788 3.439
H 2.872 -3.489 2.926
H 0.571 -2.635 6.070
H -0.288 -3.608 4.909
H 1.329 -4.104 5.391
H 1.719 -2.203 1.524
H -1.806 -0.311 4.416
H -1.748 -1.818 5.405
H -0.302 -0.807 5.204
H -1.644 -0.951 1.633
H -2.386 -2.598 1.953
H -2.722 -1.108 3.004


[2]
36
Properties=species:S:1:pos:R:3 method="wB97M-V/def2-TZVPD" total_energy_ev=-47241.9235 smiles="O=C(CCSc1nc2cc(Cl)ccc2o1)N1CCOCC1" homo_energy_ev=-8.31 molar_mass_g_mol=326.8 relative_energy_ev=0.099 homo_lumo_gap_ha=0.32080 e_lumo_ev=0.418
O 0.184 -0.312 -1.332
C -0.901 0.192 -1.101
C -1.043 1.714 -1.064
C -1.170 2.278 0.355
S -0.648 1.111 1.675
C 0.966 0.759 1.179
N 1.640 -0.267 1.574
C 2.851 -0.143 0.936
C 3.980 -0.949 0.954
C 5.042 -0.533 0.174
Cl 6.482 -1.487 0.149
C 5.007 0.628 -0.599
C 3.884 1.435 -0.621
C 2.818 1.032 0.156
O 1.601 1.611 0.340
N -1.998 -0.556 -0.872
C -3.341 -0.113 -0.580
C -3.763 -0.642 0.800
O -3.652 -2.042 0.860
C -2.325 -2.454 0.605
C -1.870 -1.999 -0.783
H -0.128 2.095 -1.520
H -1.887 2.037 -1.675
H -2.203 2.499 0.622
H -0.576 3.183 0.471
H 4.017 -1.849 1.543
H 5.870 0.894 -1.188
H 3.844 2.332 -1.217
H -3.421 0.971 -0.601
H -4.013 -0.534 -1.339
H -4.812 -0.409 0.992
H -3.134 -0.180 1.576
H -2.325 -3.543 0.673
H -1.648 -2.038 1.365
H -0.826 -2.261 -0.955
H -2.500 -2.461 -1.551


[3]
25
Properties=species:S:1:pos:R:3 method="wB97M-V/def2-TZVPD" total_energy_ev=-70776.9184 smiles="O=P(O)(O)[Si@H](O)c1cccnc1.ClC(Cl)Cl" homo_energy_ev=-9.49 molar_mass_g_mol=324.6 homo_lumo_gap_ha=0.31062 e_lumo_ev=-1.038
O 3.661 -0.987 0.188
P 2.145 -0.857 -0.342
O 1.986 0.505 -1.469
O 1.604 -2.334 -1.162
Si 0.827 -0.389 1.357
O 1.454 -0.967 2.894
C -0.997 -0.962 1.042
C -1.835 -0.350 -0.271
C -3.359 -1.005 -0.351
C -4.010 -2.059 0.703
N -3.205 -2.561 1.852
C -1.813 -2.039 1.951
H 1.140 0.986 -1.158
H 0.748 -2.018 -1.623
H 0.778 1.085 1.454
H 1.789 -0.133 3.381
H -1.397 0.432 -1.022
H -4.041 -0.671 -1.266
H -5.133 -2.426 0.544
H -1.178 -2.487 2.860
Cl 0.821 3.482 -0.875
C 2.167 3.762 -1.993
Cl 1.969 5.312 -2.828
Cl 3.713 3.714 -1.129
H 2.165 2.965 -2.740


[4]
15
Properties=species:S:1:pos:R:3 method="wB97M-V/def2-TZVPD" total_energy_ev=-15062.5961 smiles="C/C=P/[C@H]1C[NH2+]1" charge=+1 homo_energy_ev=-12.75 molar_mass_g_mol=102.1 relative_energy_ev=2.966 homo_lumo_gap_ha=0.30968 e_lumo_ev=-4.322
C 2.478 1.002 -1.455
C 1.242 0.749 -0.737
P 0.908 -0.824 0.178
C -0.721 -0.242 0.949
C -1.988 -0.559 0.303
N -1.616 -1.264 1.546
H 3.411 1.308 -0.916
H 2.441 1.864 -2.163
H 2.638 0.185 -2.192
H 0.310 1.378 -0.692
H -0.763 0.761 1.463
H -2.923 0.157 0.331
H -1.902 -1.074 -0.554
H -2.133 -1.216 2.421
H -1.382 -2.226 1.520


[5]
59
Properties=species:S:1:pos:R:3 method="wB97M-V/def2-TZVPD" total_energy_ev=-57812.9658 charge=+3 homo_energy_ev=-14.71 molar_mass_g_mol=773.8 relative_energy_ev=5.195 homo_lumo_gap_ha=0.03485 e_lumo_ev=-13.758
Hg -18.256 18.471 12.072
Hg -23.329 16.460 8.017
C -17.762 14.809 7.957
O -18.684 15.738 8.457
H -16.916 15.193 7.386
H -17.195 14.383 8.785
H -18.253 14.073 7.320
C -10.027 10.218 8.114
C -10.115 10.357 6.643
N -9.254 11.370 6.068
C -9.634 11.873 4.764
C -10.635 13.076 4.827
C -7.865 11.001 6.036
C -7.612 9.861 4.935
H -9.967 11.183 8.616
H -9.324 9.419 8.349
H -10.982 9.754 8.360
H -10.156 9.382 6.157
H -11.101 10.730 6.365
H -8.776 12.188 4.170
H -9.977 10.942 4.312
H -11.344 13.112 4.000
H -11.226 13.243 5.728
H -10.033 13.979 4.925
H -7.544 10.699 7.033
H -7.298 11.832 5.617
H -7.754 10.279 3.938
H -8.065 8.886 5.114
H -6.562 9.749 4.666
C -14.277 10.559 16.157
C -13.567 11.011 14.848
C -14.666 11.452 13.911
S -16.023 10.221 14.079
O -15.594 9.150 13.191
O -17.388 10.730 14.236
C -15.500 9.685 15.805
H -14.625 11.518 16.542
H -13.680 9.871 16.754
H -12.897 10.189 14.595
H -12.853 11.832 14.907
H -14.489 11.705 12.866
H -15.158 12.369 14.235
H -15.284 8.618 15.755
H -16.313 9.795 16.522
C -25.085 12.355 0.238
C -24.829 13.701 -0.399
C -24.488 14.744 0.673
S -23.334 13.794 1.662
O -23.339 14.141 3.060
O -22.083 13.763 0.991
C -24.243 12.264 1.510
H -24.750 11.523 -0.382
H -26.109 12.164 0.558
H -25.698 14.113 -0.912
H -24.040 13.573 -1.140
H -25.289 14.965 1.378
H -23.978 15.671 0.410
H -24.976 12.431 2.300
H -23.503 11.474 1.637


[6]
55
Properties=species:S:1:pos:R:3 method="wB97M-V/def2-TZVPD" total_energy_ev=-164214.0315 charge=-1 homo_energy_ev=-5.24 molar_mass_g_mol=659.8 relative_energy_ev=1.301 homo_lumo_gap_ha=0.23957 e_lumo_ev=1.283
Zn -0.209 0.273 -0.352
O -1.314 2.962 2.509
C -1.130 1.940 1.797
N -0.417 2.026 0.664
C -0.188 3.276 0.074
O 0.926 3.714 -0.098
C -1.407 4.045 -0.394
C -1.109 5.381 -0.798
C -2.070 5.973 -1.586
C -3.248 5.244 -1.907
C -3.515 4.084 -1.201
N -2.645 3.467 -0.401
C -1.635 0.662 2.207
C -2.433 0.592 3.360
C -2.708 -0.679 3.830
C -2.342 -1.826 3.034
C -1.735 -1.631 1.836
N -1.339 -0.385 1.449
H -0.133 5.800 -0.472
H -1.845 6.965 -2.047
H -3.874 5.716 -2.682
H -4.532 3.668 -1.098
H -2.728 1.532 3.864
H -3.322 -0.901 4.741
H -2.513 -2.794 3.454
H -1.418 -2.470 1.201
O 5.058 -3.940 2.144
N 4.417 -4.347 1.119
O 4.576 -5.472 0.574
C 3.427 -3.544 0.397
C 2.840 -4.106 -0.786
C 1.717 -3.474 -1.357
C 0.925 -4.011 -2.417
C -0.081 -3.264 -3.044
C -0.450 -1.959 -2.533
N 0.162 -1.631 -1.329
C 1.211 -2.251 -0.815
C 1.841 -1.669 0.321
N 1.471 -0.332 0.635
C 2.162 0.277 1.584
C 3.222 -0.304 2.251
C 3.616 -1.577 1.980
C 2.992 -2.307 0.897
H 3.272 -5.035 -1.132
H 1.187 -5.018 -2.779
H -0.308 -3.393 -4.076
H -1.538 -1.721 -2.484
H 1.975 1.355 1.663
H 3.804 0.282 2.947
H 4.359 -2.145 2.503
O 0.062 -0.961 -3.634
Se -0.669 0.681 -3.498
O 0.049 1.253 -2.085
O -2.298 0.451 -3.187
O -0.116 1.527 -4.841